Arrangement P

C2H6P2 in the gas phase, computed with ωB97M-V/def2-TZVPD.

Element x y z (Å)
C (-0.90, -0.03, 0.15)
C (0.44, 1.21, 0.05)
P (-2.45, 0.52, 0.03)
P (-0.49, -1.82, -0.03)
H (0.05, 2.21, -0.20)
H (1.09, 0.68, -0.72)
H (1.02, 1.16, 1.05)
H (-2.85, -0.84, -0.10)
H (0.10, -1.78, 1.19)
H (0.57, -1.49, -0.81)

Properties
HOMO-LUMO gap = 9.78 eV
multiplicity = 1
structure (SMILES) = [H]/P=C(/C)P


Arrangement Q

C2H6P2 in the gas phase, computed with ωB97M-V/def2-TZVPD.

Element x y z (Å)
C (-0.28, 0.24, 0.04)
C (0.34, -0.36, 1.25)
P (-1.88, 0.98, 0.20)
P (0.41, -0.62, -1.41)
H (0.15, -1.53, 1.47)
H (-0.01, 0.09, 2.28)
H (1.33, -0.30, 1.14)
H (-1.89, 1.48, -1.04)
H (1.72, -0.17, -1.42)
H (0.10, 0.19, -2.50)

Properties
HOMO-LUMO gap = 8.25 eV
multiplicity = 1
structure (SMILES) = [H]/P=C(/C)P


Relative energies with respect to the most stable structure, expressed in kcal/mol: arrangement P 8.9; arrangement Q 0.0.